[1]
DFT (ωB97M-V/def2-TZVPD) results for one molecule with the formula C22H28N2O6S.

Each atom is followed by the atoms it is bonded to, with distances in Å.
Geometry (Å):
1 C 1.48 4.07 -1.69  C2 1.525, H32 1.086, H33 1.087, H34 1.087
2 C 1.13 3.80 -0.23  C1 1.525, O3 1.413, H35 1.094, H36 1.097
3 O 0.67 2.48 -0.01  C2 1.413, C4 1.378
4 C 1.56 1.43 -0.07  O3 1.378, C5 1.380, C18 1.403
5 C 2.93 1.54 -0.10  C4 1.380, C6 1.401, H37 1.077
6 C 3.78 0.42 -0.13  C5 1.401, N7 1.388, C13 1.411
7 N 5.14 0.67 -0.19  C6 1.388, C8 1.448, C12 1.446
8 C 5.77 1.56 0.77  N7 1.448, C9 1.536, H38 1.089, H39 1.097
9 C 6.50 0.75 1.85  C8 1.536, O10 1.408, H40 1.092, H41 1.102
10 O 7.46 -0.11 1.28  C9 1.408, C11 1.413
11 C 6.86 -1.01 0.38  O10 1.413, C12 1.533, H42 1.091, H43 1.099
12 C 6.11 -0.26 -0.73  N7 1.446, C11 1.533, H44 1.086, H45 1.098
13 C 3.18 -0.86 -0.15  C6 1.411, O14 1.372, C17 1.386
14 O 4.02 -1.95 -0.13  C13 1.372, C15 1.414
15 C 3.49 -3.24 -0.33  O14 1.414, C16 1.525, H46 1.094, H47 1.096
16 C 3.07 -3.49 -1.78  C15 1.525, H48 1.087, H49 1.086, H50 1.088
17 C 1.80 -0.96 -0.13  C13 1.386, C18 1.386, H51 1.075
18 C 0.98 0.15 -0.08  C4 1.403, C17 1.386, N19 1.398
19 N -0.41 0.08 -0.05  C18 1.398, C20 1.355, H52 1.011
20 C -1.22 -1.01 -0.05  N19 1.355, O21 1.218, C22 1.499
21 O -0.82 -2.16 -0.05  C20 1.218
22 C -2.68 -0.69 -0.03  C20 1.499, C23 1.394, C31 1.394
23 C -3.53 -1.64 0.53  C22 1.394, C24 1.382, H53 1.079
24 C -4.89 -1.42 0.59  C23 1.382, C25 1.382, H54 1.079
25 C -5.40 -0.25 0.06  C24 1.382, S26 1.794, C30 1.381
26 S -7.17 0.06 0.16  C25 1.794, C27 1.819, O28 1.438, O29 1.437
27 C -7.35 0.81 1.81  S26 1.819, H55 1.083, H56 1.082, H57 1.082
28 O -7.52 1.05 -0.82  S26 1.438
29 O -7.87 -1.19 0.16  S26 1.437
30 C -4.59 0.69 -0.53  C25 1.381, C31 1.384, H58 1.079
31 C -3.22 0.47 -0.58  C22 1.394, C30 1.384, H59 1.080
32 H 1.80 5.10 -1.81  C1 1.086
33 H 0.61 3.89 -2.32  C1 1.087
34 H 2.28 3.42 -2.02  C1 1.087
35 H 0.30 4.43 0.08  C2 1.094
36 H 1.99 4.02 0.42  C2 1.097
37 H 3.40 2.51 -0.12  C5 1.077
38 H 5.02 2.19 1.25  C8 1.089
39 H 6.49 2.19 0.24  C8 1.097
40 H 7.04 1.41 2.53  C9 1.092
41 H 5.76 0.16 2.42  C9 1.102
42 H 7.67 -1.61 -0.04  C11 1.091
43 H 6.15 -1.66 0.91  C11 1.099
44 H 5.62 -0.96 -1.40  C12 1.086
45 H 6.84 0.33 -1.30  C12 1.098
46 H 4.32 -3.90 -0.06  C15 1.094
47 H 2.66 -3.44 0.35  C15 1.096
48 H 2.26 -2.84 -2.07  C16 1.087
49 H 2.75 -4.52 -1.89  C16 1.086
50 H 3.92 -3.32 -2.44  C16 1.088
51 H 1.32 -1.93 -0.12  C17 1.075
52 H -0.84 1.00 0.00  N19 1.011
53 H -3.09 -2.55 0.92  C23 1.079
54 H -5.57 -2.15 1.01  C24 1.079
55 H -8.39 1.03 1.96  C27 1.083
56 H -6.76 1.71 1.84  C27 1.082
57 H -7.00 0.09 2.54  C27 1.082
58 H -5.04 1.57 -0.96  C30 1.079
59 H -2.59 1.20 -1.07  C31 1.080

frontier orbital gap	7.14	eV
SMILES	CCOc1cc(N2CCOCC2)c(OCC)cc1NC(=O)c1ccc(S(C)(=O)=O)cc1
HOMO	-0.2637	hartree
total charge	0
ΔE to the lowest compared entry with this formula, charge and spin	176.1	kJ/mol

---

[2]
DFT (ωB97M-V/def2-TZVPD) results for a 2-piece molecular cluster, C2H5O2 overall.

Each atom is followed by the atoms it is bonded to, with distances in Å.
Geometry (Å):
1 C 1.70 -0.15 0.12  O4 1.211, H5 1.189, H6 1.121
2 C -1.70 0.31 0.12  O3 1.211, H7 1.116, H8 1.061
3 O -1.28 -0.54 -0.63  C2 1.211
4 O 1.10 -0.29 -0.93  C1 1.211, H9 1.092
5 H 1.36 -0.51 1.20  C1 1.189
6 H 2.67 0.39 0.14  C1 1.121
7 H -1.23 0.91 0.94  C2 1.116
8 H -2.71 0.57 -0.11  C2 1.061
9 H 0.09 -0.69 -0.85  O4 1.092

frontier orbital gap	10.45	eV
HOMO	-0.6027	hartree
total charge	+1
ΔE to the lowest compared entry with this formula, charge and spin	67.9	kJ/mol

---

[3]
DFT (ωB97M-V/def2-TZVPD) results for a 13-piece molecular cluster, C43H60O39 overall.

Each atom is followed by the atoms it is bonded to, with distances in Å.
Geometry (Å):
1 C -12.14 -1.26 -12.10  C2 1.519, O6 1.402, H7 1.090, H8 1.090
2 C -13.38 -0.62 -12.69  C1 1.519, O3 1.420, H9 1.090, H10 1.090
3 O -14.40 -1.14 -11.85  C2 1.420, C4 1.328
4 C -13.96 -2.18 -11.16  O3 1.328, O5 1.213, O6 1.320
5 O -14.64 -2.99 -10.57  C4 1.213
6 O -12.68 -2.37 -11.44  C1 1.402, C4 1.320
7 H -11.70 -0.67 -11.30  C1 1.090
8 H -11.42 -1.46 -12.90  C1 1.090
9 H -13.31 -1.01 -13.71  C2 1.090
10 H -13.19 0.44 -12.53  C2 1.090
11 C -16.95 5.80 -9.58  C12 1.536, O16 1.399, H17 1.090, H18 1.090
12 C -18.28 5.88 -10.34  C11 1.536, O13 1.420, H19 1.090, H20 1.090
13 O -19.03 4.90 -9.65  C12 1.420, C14 1.375
14 C -18.35 4.49 -8.52  O13 1.375, O15 1.217, O16 1.300
15 O -18.63 3.50 -7.87  C14 1.217
16 O -17.35 5.31 -8.33  C11 1.399, C14 1.300
17 H -16.61 6.82 -9.39  C11 1.090
18 H -16.12 5.20 -9.95  C11 1.090
19 H -18.11 5.66 -11.40  C12 1.090
20 H -18.80 6.84 -10.27  C12 1.090
21 C -17.37 1.60 -14.67  C22 1.498, O26 1.391, H27 1.090, H28 1.090
22 C -16.80 0.72 -13.60  C21 1.498, O23 1.439, H29 1.090, H30 1.090
23 O -16.53 1.61 -12.50  C22 1.439, C24 1.309
24 C -16.76 2.86 -12.80  O23 1.309, O25 1.187, O26 1.355
25 O -16.57 3.71 -11.99  C24 1.187
26 O -17.15 2.85 -14.09  C21 1.391, C24 1.355
27 H -18.38 1.36 -15.01  C21 1.090
28 H -16.70 1.68 -15.53  C21 1.090
29 H -15.89 0.29 -14.03  C22 1.090
30 H -17.51 -0.10 -13.55  C22 1.090
31 C -15.34 4.65 -6.09  C32 1.453, O36 1.397, H37 1.090, H38 1.090
32 C -15.06 3.27 -6.43  C31 1.453, O33 1.419, H39 1.090, H40 1.090
33 O -13.89 2.94 -5.69  C32 1.419, C34 1.297
34 C -13.45 3.99 -5.08  O33 1.297, O35 1.254, O36 1.284
35 O -12.40 3.99 -4.38  C34 1.254
36 O -14.15 5.00 -5.45  C31 1.397, C34 1.284
37 H -16.19 4.84 -5.43  C31 1.090
38 H -15.47 5.22 -7.01  C31 1.090
39 H -14.76 3.31 -7.48  C32 1.090
40 H -15.95 2.67 -6.22  C32 1.090
41 C -14.90 8.13 -10.89  C42 1.537, O46 1.369, H47 1.090, H48 1.090
42 C -14.41 9.15 -11.93  C41 1.537, O43 1.368, H49 1.090, H50 1.090
43 O -13.99 8.27 -12.89  C42 1.368, C44 1.337
44 C -13.66 7.08 -12.38  O43 1.337, O45 1.282, O46 1.383
45 O -12.81 6.29 -12.92  C44 1.282
46 O -14.09 7.04 -11.06  C41 1.369, C44 1.383
47 H -15.95 7.82 -10.87  C41 1.090
48 H -14.64 8.56 -9.92  C41 1.090
49 H -13.52 9.64 -11.55  C42 1.090
50 H -15.19 9.86 -12.22  C42 1.090
51 C -13.79 -0.01 -16.82  C52 1.481, O56 1.354, H57 1.090, H58 1.090
52 C -13.41 1.13 -17.69  C51 1.481, O53 1.406, H59 1.090, H60 1.090
53 O -14.00 2.19 -16.97  C52 1.406, C54 1.295
54 C -14.02 1.87 -15.72  O53 1.295, O55 1.270, O56 1.313
55 O -14.26 2.65 -14.75  C54 1.270
56 O -13.73 0.59 -15.61  C51 1.354, C54 1.313
57 H -12.99 -0.74 -16.95  C51 1.090
58 H -14.76 -0.41 -17.08  C51 1.090
59 H -13.80 1.09 -18.71  C52 1.090
60 H -12.34 1.29 -17.76  C52 1.090
61 C -9.93 6.56 -14.95  C62 1.533, O66 1.411, H67 1.090, H68 1.090
62 C -9.62 8.05 -14.79  C61 1.533, O63 1.409, H69 1.090, H70 1.090
63 O -9.69 8.46 -16.14  C62 1.409, C64 1.303
64 C -9.93 7.51 -17.00  O63 1.303, O65 1.243, O66 1.348
65 O -10.09 7.70 -18.22  C64 1.243
66 O -9.98 6.34 -16.34  C61 1.411, C64 1.348
67 H -10.96 6.41 -14.61  C61 1.090
68 H -9.24 5.84 -14.51  C61 1.090
69 H -8.60 8.21 -14.44  C62 1.090
70 H -10.37 8.42 -14.09  C62 1.090
71 C -6.54 4.18 -11.24  C72 1.519, O76 1.383, H77 1.090, H78 1.090
72 C -7.19 4.06 -12.61  C71 1.519, O73 1.393, H79 1.090, H80 1.090
73 O -7.22 5.38 -13.06  C72 1.393, C74 1.330
74 C -6.23 6.05 -12.47  O73 1.330, O75 1.234, O76 1.373
75 O -5.88 7.20 -12.75  C74 1.234
76 O -5.78 5.33 -11.39  C71 1.383, C74 1.373
77 H -5.85 3.40 -10.93  C71 1.090
78 H -7.29 3.97 -10.48  C71 1.090
79 H -8.26 3.87 -12.54  C72 1.090
80 H -6.57 3.44 -13.24  C72 1.090
81 C -15.94 -1.13 -8.20  C82 1.452, O86 1.423, H87 1.090, H88 1.090
82 C -16.35 0.02 -8.99  C81 1.452, O83 1.406, H89 1.090, H90 1.090
83 O -16.66 1.01 -8.04  C82 1.406, C84 1.395
84 C -16.98 0.30 -6.88  O83 1.395, O85 1.248, O86 1.296
85 O -17.30 0.85 -5.81  C84 1.248
86 O -16.79 -0.97 -7.07  C81 1.423, C84 1.296
87 H -14.89 -1.15 -7.89  C81 1.090
88 H -16.20 -2.05 -8.72  C81 1.090
89 H -17.16 -0.38 -9.61  C82 1.090
90 H -15.64 0.41 -9.72  C82 1.090
91 C -9.50 3.28 -17.25  C92 1.579, H98 1.090, H99 1.090, H100 1.090
92 C -8.93 1.99 -16.54  C91 1.579, C93 1.565, O97 1.402, H101 1.090
93 C -8.63 2.14 -15.01  C92 1.565, O94 1.378, H102 1.090, H103 1.090
94 O -9.38 1.11 -14.46  C93 1.378, C95 1.340
95 C -10.02 0.37 -15.38  O94 1.340, O96 1.233, O97 1.299
96 O -10.72 -0.62 -15.20  C95 1.233
97 O -9.86 0.94 -16.54  C92 1.402, C95 1.299
98 H -9.41 3.09 -18.33  C91 1.090
99 H -8.92 4.14 -16.93  C91 1.090
100 H -10.57 3.45 -17.11  C91 1.090
101 H -7.94 1.73 -16.91  C92 1.090
102 H -8.85 3.09 -14.53  C93 1.090
103 H -7.61 1.82 -14.79  C93 1.090
104 C -10.21 9.74 -10.27  C105 1.577, H111 1.090, H112 1.090, H113 1.090
105 C -9.11 8.89 -11.03  C104 1.577, C106 1.509, O110 1.431, H114 1.090
106 C -7.98 8.60 -10.07  C105 1.509, O107 1.374, H115 1.090, H116 1.090
107 O -8.32 7.40 -9.50  C106 1.374, C108 1.297
108 C -9.10 6.77 -10.33  O107 1.297, O109 1.163, O110 1.285
109 O -9.39 5.65 -10.24  C108 1.163
110 O -9.59 7.56 -11.22  C105 1.431, C108 1.285
111 H -10.27 9.51 -9.21  C104 1.090
112 H -11.14 9.54 -10.79  C104 1.090
113 H -10.16 10.82 -10.46  C104 1.090
114 H -8.82 9.35 -11.98  C105 1.090
115 H -8.13 9.23 -9.19  C106 1.090
116 H -6.97 8.63 -10.47  C106 1.090
117 C -11.28 3.10 -12.39  C118 1.539, H124 1.090, H125 1.090, H126 1.090
118 C -11.94 3.22 -11.00  C117 1.539, C119 1.564, O123 1.406, H127 1.090
119 C -13.48 3.50 -10.95  C118 1.564, O120 1.450, H128 1.090, H129 1.090
120 O -13.95 2.60 -9.92  C119 1.450, C121 1.371
121 C -12.97 1.69 -9.60  O120 1.371, O122 1.236, O123 1.361
122 O -13.13 0.76 -8.80  C121 1.236
123 O -11.88 1.97 -10.36  C118 1.406, C121 1.361
124 H -11.12 4.10 -12.78  C117 1.090
125 H -11.92 2.51 -13.05  C117 1.090
126 H -10.30 2.63 -12.32  C117 1.090
127 H -11.38 3.87 -10.32  C118 1.090
128 H -13.89 3.39 -11.95  C119 1.090
129 H -13.68 4.52 -10.61  C119 1.090
130 C -10.82 8.84 -6.03  C131 1.577, H137 1.090, H138 1.090, H139 1.090
131 C -10.77 7.65 -7.06  C130 1.577, C132 1.548, O136 1.426, H140 1.090
132 C -10.73 6.28 -6.34  C131 1.548, O133 1.404, H141 1.090, H142 1.090
133 O -11.55 5.53 -7.20  C132 1.404, C134 1.378
134 C -12.38 6.37 -7.91  O133 1.378, O135 1.221, O136 1.337
135 O -13.29 5.97 -8.62  C134 1.221
136 O -12.02 7.65 -7.75  C131 1.426, C134 1.337
137 H -11.67 8.68 -5.37  C130 1.090
138 H -10.87 9.84 -6.46  C130 1.090
139 H -9.88 8.97 -5.49  C130 1.090
140 H -9.94 7.77 -7.76  C131 1.090
141 H -11.18 6.09 -5.37  C132 1.090
142 H -9.71 5.88 -6.38  C132 1.090

frontier orbital gap	9.70	eV
HOMO	-0.3579	hartree
total charge	0
ΔE to the lowest compared entry with this formula, charge and spin	422.6	kJ/mol

---

[4]
DFT (ωB97M-V/def2-TZVPD) results for one molecule with the formula C3H9NS.

Each atom is followed by the atoms it is bonded to, with distances in Å.
Geometry (Å):
1 C -1.83 0.85 1.11  C2 1.541, H6 1.090, H7 1.089, H8 1.097
2 C -0.67 0.72 0.10  C1 1.541, N3 1.487, C4 1.521, H9 1.096
3 N 0.47 1.56 0.55  C2 1.487, H10 1.035, H11 1.032
4 C -0.23 -0.73 0.11  C2 1.521, S5 1.816, H12 1.097, H13 1.095
5 S 1.12 -1.26 -0.99  C4 1.816, H14 1.337
6 H -2.57 0.06 0.99  C1 1.090
7 H -2.26 1.85 1.05  C1 1.089
8 H -1.40 0.68 2.11  C1 1.097
9 H -1.13 0.92 -0.88  C2 1.096
10 H 0.86 1.92 -0.34  N3 1.035
11 H 0.05 2.48 0.73  N3 1.032
12 H 0.01 -0.97 1.15  C4 1.097
13 H -1.10 -1.35 -0.12  C4 1.095
14 H 2.05 -0.71 -0.19  S5 1.337

frontier orbital gap	10.05	eV
SMILES	C[C@@H](N)CS
HOMO	-0.3314	hartree
total charge	0
ΔE to the lowest compared entry with this formula, charge and spin	33.4	kJ/mol